i | Formula: C2H7S3
Source: OMol25
Level of theory: ωB97M-V with the def2-TZVPD basis set

Last columns: bonded neighbours and bond lengths (Å).
Positions of all 12 atoms, in Å:
1 H -0.5202 -2.0997 0.7213  C11 1.094
2 H -1.8293 -1.4019 1.5399  C11 1.086
3 S 0.2725 -1.3522 2.9093  H9 1.343, C11 1.776
4 H -1.2471 -2.9323 2.0919  C11 1.096
5 H -1.3318 -0.5561 -1.5467  C12 1.087
6 H -1.1678 -0.2794 -3.4265  C12 1.089
7 S -0.0769 1.4002 -2.2543  S10 2.142, C12 1.821
8 H 0.0356 -1.0616 -2.3566  C12 1.105
9 H 0.8416 -0.4480 2.0959  S3 1.343
10 S 0.7710 1.2478 -0.2936  S7 2.142
11 C -0.9134 -1.9522 1.7314  H1 1.094, H2 1.086, S3 1.776, H4 1.096
12 C -0.7471 -0.2847 -2.4222  H5 1.087, H6 1.089, S7 1.821, H8 1.105

## Properties
Orbital gap in eV: 5.7
Charge: -1

Mulliken atomic charge list, values in e, 8 entries: 0.2125, 0.2971, -0.2176, 0.2972, 0.1463, 0.2625, -0.2090, 0.2416



ii | Formula: C2H7S3
Source: OMol25
Level of theory: ωB97M-V with the def2-TZVPD basis set

Last columns: bonded neighbours and bond lengths (Å).
Positions of all 12 atoms, in Å:
1 S 0.5352 -0.4435 2.0177  S10 2.042
2 C -1.9111 1.0696 -0.2178  H5 1.082, H7 1.088, S9 1.831, H12 1.094
3 H 3.1356 -1.2564 0.8385  C4 1.091
4 C 2.4832 -1.6771 0.0714  H3 1.091, H6 1.103, S10 1.800, H11 1.087
5 H -2.7097 0.9613 0.5046  C2 1.082
6 H 2.9905 -2.5787 -0.3099  C4 1.103
7 H -2.1053 0.4393 -1.0835  C2 1.088
8 H -2.9385 2.8713 -1.4075  S9 1.341
9 S -1.7980 2.8315 -0.7024  C2 1.831, H8 1.341
10 S 0.8592 -2.0241 0.7668  S1 2.042, C4 1.800
11 H 2.4353 -0.9452 -0.7314  C4 1.087
12 H -0.9764 0.7518 0.2537  C2 1.094

## Properties
Orbital gap in eV: 5.3
Charge: -1

Mulliken atomic charge list, values in e, 8 entries: -0.6969, -0.3750, 0.2563, -0.8064, 0.2770, 0.2547, 0.2507, 0.0743



In order of decreasing stability: ii, i.